No. 1
ORCA calculation (ωB97M-V/def2-TZVPD) on a cluster of 2 separate species, CH2NO3S in total in a non-equilibrium geometry.

Last column: natural (NBO) charge in e.
CARTESIAN COORDINATES (ANGSTROEM)
C 1.81 0.49 0.02  1.02
N -1.42 0.37 -0.25  -1.04
O 1.41 1.01 0.98  -0.55
O 2.27 0.03 -0.94  -0.54
O -1.38 -2.25 0.46  -1.06
S -0.54 -1.25 -0.33  0.52
H -1.37 0.57 0.73  0.33
H -0.79 1.02 -0.68  0.32

As for the HOMO-LUMO gap: 4.9 eV. As for the total charge: -1. For the calculated total energy, the calculation gives -717.998622 Eh. As for the energy relative to the best compared isomer or geometry (same formula, charge and spin): 112.4 kJ/mol. The calculation puts the max |F| at 0.0286 hartree/bohr. The HOMO energy is -1.4 eV. As for the LUMO energy: 3.45 eV. As for the spin multiplicity: 1.

No. 2
ORCA calculation (ωB97M-V/def2-TZVPD) on the ion CH2NO4P with charge -2 in a non-equilibrium geometry.

Last column: natural (NBO) charge in e.
CARTESIAN COORDINATES (ANGSTROEM)
H -2.91 -0.31 0.01  0.27
N -2.11 -0.95 -0.25  -0.92
C -0.97 -0.32 -0.02  0.39
O 0.05 -0.90 -0.42  -0.72
P 1.51 0.35 -0.04  2.46
O 2.69 -0.60 0.22  -1.23
O 1.56 1.15 -1.32  -1.23
O 0.89 1.05 1.15  -1.23
H -0.72 0.53 0.66  0.19

As for the HOMO-LUMO gap: 7.5 eV. As for the total charge: -2. For the calculated total energy, the calculation gives -736.455915 Eh. Its SMILES is [H]/N=C/OP(=O)([O-])[O-]. As for the energy relative to the best compared isomer or geometry (same formula, charge and spin): 99.6 kJ/mol. The calculation puts the max |F| at 0.0846 hartree/bohr. The HOMO energy is 0.0 eV. As for the LUMO energy: 7.46 eV. As for the spin multiplicity: 1.

No. 3
ORCA calculation (ωB97M-V/def2-TZVPD) on a cluster of 2 separate species, CH2NO4S in total in a non-equilibrium geometry.

Last column: natural (NBO) charge in e.
CARTESIAN COORDINATES (ANGSTROEM)
C 0.44 -0.28 0.10  -0.44
N 0.78 1.06 0.15  0.45
O -1.80 -0.17 -1.27  -1.00
O 0.43 1.72 1.09  -0.43
O 1.32 1.56 -0.81  -0.44
O -1.71 -1.75 0.71  -1.03
S -1.54 -0.37 0.13  1.55
H 0.74 -0.74 1.07  0.21
H 1.34 -1.03 -1.17  0.12

As for the HOMO-LUMO gap: 7.8 eV. As for the total charge: -1. For the calculated total energy, the calculation gives -793.066166 Eh. As for the energy relative to the best compared isomer or geometry (same formula, charge and spin): 604.2 kJ/mol. The calculation puts the max |F| at 0.0893 hartree/bohr. The HOMO energy is -4.1 eV. As for the LUMO energy: 3.75 eV. As for the spin multiplicity: 1.

No. 4
ORCA calculation (ωB97M-V/def2-TZVPD) on a cluster of 2 separate species, CH2NOS2 in total in a non-equilibrium geometry.

Last column: natural (NBO) charge in e.
CARTESIAN COORDINATES (ANGSTROEM)
C -1.19 -0.66 -0.21  0.39
N 1.32 0.99 0.15  -0.97
O -1.16 0.18 -1.05  -0.59
S -1.85 -1.88 0.59  -0.20
S 1.13 -0.67 0.80  -0.32
H 0.47 1.31 0.53  0.35
H 1.29 0.73 -0.81  0.35

As for the HOMO-LUMO gap: 6.2 eV. As for the total charge: -1. For the calculated total energy, the calculation gives -965.700188 Eh. As for the energy relative to the best compared isomer or geometry (same formula, charge and spin): 95.6 kJ/mol. The calculation puts the max |F| at 0.0487 hartree/bohr. The HOMO energy is -2.7 eV. As for the LUMO energy: 3.51 eV. As for the spin multiplicity: 1.

No. 5
ORCA calculation (ωB97M-V/def2-TZVPD) on a cluster of 2 separate species, CH2NOS3 in total in a non-equilibrium geometry.

Last column: natural (NBO) charge in e.
CARTESIAN COORDINATES (ANGSTROEM)
C 1.81 -0.21 0.10  -0.50
N -1.43 0.52 0.56  -0.06
O -1.42 -0.61 1.03  -0.44
S -2.29 0.79 -0.94  0.06
S 0.82 1.15 -0.10  -0.08
S 3.42 -0.22 -0.28  -0.25
H -2.16 -0.48 -1.07  0.09
H 1.25 -0.94 0.70  0.19

As for the HOMO-LUMO gap (spin up / spin down): 6.6 / 6.6 eV. As for the total charge: -1. For the calculated total energy, the calculation gives -1363.796347 Eh. As for the energy relative to the best compared isomer or geometry (same formula, charge and spin): 385.3 kJ/mol. The calculation puts the max |F| at 0.0653 hartree/bohr. The HOMO energy (spin up / spin down) is -3.4 / -3.4 eV. As for the LUMO energy (spin up / spin down): 3.17 / 3.17 eV. As for the spin multiplicity: 1.

No. 6
ORCA calculation (ωB97M-V/def2-TZVPD) on a cluster of 2 separate species, CH2NP in total in a non-equilibrium geometry.

Last column: natural (NBO) charge in e.
CARTESIAN COORDINATES (ANGSTROEM)
C 2.43 -0.17 0.05  0.05
N 3.53 0.11 -0.01  -0.45
P 0.06 -0.93 -0.01  0.44
H 0.15 0.21 0.83  0.00
H -0.59 -0.21 -0.98  -0.04

As for the HOMO-LUMO gap: 9.4 eV. As for the total charge: 0. For the calculated total energy, the calculation gives -435.289643 Eh. As for the energy relative to the best compared isomer or geometry (same formula, charge and spin): 222.9 kJ/mol. The calculation puts the max |F| at 0.0838 hartree/bohr. The HOMO energy is -11.4 eV. As for the LUMO energy: -2.04 eV. As for the spin multiplicity: 1.

No. 7
ORCA calculation (ωB97M-V/def2-TZVPD) on a structure of composition CH2Na8O4 in a non-equilibrium geometry.

Last column: natural (NBO) charge in e.
CARTESIAN COORDINATES (ANGSTROEM)
Na -1.22 1.45 2.78  1.00
Na 2.21 -1.14 3.05  1.00
Na 3.66 0.98 -1.53  1.00
Na 0.42 -0.69 -3.22  1.00
Na -0.43 -2.59 1.29  0.99
Na 1.32 3.20 -1.48  1.00
Na -1.73 1.39 -1.79  0.99
Na 2.26 2.14 1.63  0.99
C 0.51 0.13 0.02  0.97
O 1.44 0.94 -0.50  -1.08
O -0.37 -0.38 -0.78  -0.89
O 0.44 -0.05 1.32  -0.97
O -2.81 -1.80 0.13  -0.97
H -3.53 -2.14 -0.43  0.54
H -2.17 -1.43 -0.49  0.44

As for the HOMO-LUMO gap: 7.4 eV. As for the total charge: +6. For the calculated total energy, the calculation gives -1636.073211 Eh. As for the energy relative to the best compared isomer or geometry (same formula, charge and spin): 400.0 kJ/mol. The calculation puts the max |F| at 0.0379 hartree/bohr. The HOMO energy is -28.4 eV. As for the LUMO energy: -20.99 eV. As for the spin multiplicity: 1.

No. 8
ORCA calculation (ωB97M-V/def2-TZVPD) on the molecule CH2O in a non-equilibrium geometry.

Last column: natural (NBO) charge in e.
CARTESIAN COORDINATES (ANGSTROEM)
C 0.00 0.05 0.01  0.27
O -0.90 0.03 0.80  -0.49
H -0.19 0.04 -1.15  0.11
H 1.08 -0.12 0.33  0.11

As for the HOMO-LUMO gap: 11.1 eV. As for the total charge: 0. For the calculated total energy, the calculation gives -114.504525 Eh. Its SMILES is C=O. As for the energy relative to the best compared isomer or geometry (same formula, charge and spin): 9.9 kJ/mol. The calculation puts the max |F| at 0.0344 hartree/bohr. The HOMO energy is -10.3 eV. As for the LUMO energy: 0.85 eV. As for the spin multiplicity: 1.

No. 9
ORCA calculation (ωB97M-V/def2-TZVPD) on a cluster of 2 separate species, CH2O2S3 in total in a non-equilibrium geometry.

Last column: natural (NBO) charge in e.
CARTESIAN COORDINATES (ANGSTROEM)
C 0.49 0.25 -0.10  -0.72
O -1.60 -1.25 0.82  -0.86
O -1.81 -0.33 -1.47  -0.85
S -0.59 1.56 0.46  0.03
S 1.72 -0.49 0.84  0.15
S -1.14 -0.37 -0.21  2.04
H 1.05 0.13 -2.07  0.09
H 1.87 0.49 1.74  0.14

As for the HOMO-LUMO gap (spin up / spin down): 8.3 / 8.0 eV. As for the total charge: 0. For the calculated total energy, the calculation gives -1384.138842 Eh. As for the energy relative to the best compared isomer or geometry (same formula, charge and spin): 469.9 kJ/mol. The calculation puts the max |F| at 0.0466 hartree/bohr. The HOMO energy (spin up / spin down) is -9.8 / -9.1 eV. As for the LUMO energy (spin up / spin down): -1.53 / -1.06 eV. As for the spin multiplicity: 1.

No. 10
ORCA calculation (ωB97M-V/def2-TZVPD) on a structure of composition CH2O3S in a non-equilibrium geometry.

Last column: natural (NBO) charge in e.
CARTESIAN COORDINATES (ANGSTROEM)
C -0.35 0.25 0.01  0.60
O 0.34 0.49 1.18  -0.59
O -0.58 -1.17 0.01  -0.68
O 0.26 0.61 -1.19  -0.70
S 0.42 -1.51 1.28  0.75
H -1.25 0.86 -0.02  0.15
H 1.15 0.46 -1.26  0.48

As for the HOMO-LUMO gap: 7.4 eV. As for the total charge: 0. For the calculated total energy, the calculation gives -663.095371 Eh. As for the energy relative to the best compared isomer or geometry (same formula, charge and spin): 203.5 kJ/mol. The calculation puts the max |F| at 0.0779 hartree/bohr. The HOMO energy is -9.4 eV. As for the LUMO energy: -1.93 eV. As for the spin multiplicity: 1.